{
  "formula": "C3H9NO2",
  "method": "wB97M-V/def2-TZVPD",
  "relative_energy_ev": 1.431,
  "total_energy_ev": -8841.5247,
  "homo_energy_ev": -9.84,
  "elements": ["N", "C", "O", "H", "H", "H", "C", "C", "O", "H", "H", "H", "H", "H", "H"],
  "positions_angstrom": [[1.418334, -0.437685, -1.351734], [2.054325, -1.607247, -1.043838], [2.238295, -1.863922, 0.130162], [0.681411, -0.059906, -0.765039], [1.268366, -0.210527, -2.339421], [2.153074, -2.359888, -1.839616], [-2.743576, 0.512766, 0.898010], [-1.767997, 1.497965, 0.279615], [-0.505842, 1.451425, 0.963982], [-2.838580, 0.605260, 1.974750], [-2.365424, -0.495571, 0.651924], [-3.738144, 0.609127, 0.453697], [-1.704439, 1.319577, -0.809381], [-2.111873, 2.538033, 0.394641], [-0.545701, 2.008611, 1.741544]],
  "forces_ev_per_a": [[-0.40, 0.57, -2.23], [-1.67, 0.18, 2.08], [0.57, -0.61, -0.61], [0.72, -0.10, 0.52], [0.11, -0.36, 0.62], [0.69, 0.37, -0.28], [0.15, -0.64, -0.78], [-0.45, 1.09, 0.98], [0.19, -0.63, -1.11], [0.13, 0.13, 0.12], [-0.29, 0.26, 0.34], [0.06, 0.03, 0.00], [0.63, -0.07, 0.55], [-0.32, -0.27, -0.25], [-0.12, 0.05, 0.05]]
}